[1]
Molecular formula: C9H20N2
Method: DFT, wB97M-V/def2-TZVPD

## Properties
Total charge = +2
E = -12617.4489 eV
Kohn-Sham gap = 10.56 eV
Energy above the lowest of the compared OMol25 structures with the same formula, charge and spin = 0.6 kcal/mol
LUMO energy = -0.2912 hartree
Highest occupied orbital energy = -18.5 eV

Last column: Löwdin charge in e.
Element x y z (Å)
C 4.43691 -0.74420 0.80776  -0.047
C 3.88207 -0.39600 -0.58400  -0.145
C 2.48400 -0.31824 -0.67046  0.133
N 1.36017 -0.30490 -0.86855  0.254
C 0.00340 -0.20079 -1.02051  -0.026
N -0.61912 0.69268 0.15143  -0.288
C -0.37717 2.15641 0.00618  -0.010
C -0.37387 0.25732 1.52608  0.005
C -2.20265 0.52205 -0.06858  -0.091
C -2.60423 -0.92745 0.18813  -0.197
C -3.64620 -1.18624 -0.92183  -0.062
H 3.56994 -0.45388 1.48234  0.090
H 4.68690 -1.83562 0.95075  0.113
H 5.34856 -0.03902 1.07081  0.146
H 4.33963 -1.03854 -1.28631  0.148
H 4.24951 0.59491 -0.58948  0.138
H -0.23232 0.44060 -1.91248  0.178
H -0.56883 -1.23810 -1.02839  0.195
H -0.40858 2.61453 -1.07124  0.155
H -1.30917 2.58555 0.52018  0.132
H 0.52895 2.58264 0.55632  0.132
H -0.15662 -0.75961 1.56041  0.098
H 0.41642 0.85734 1.91496  0.097
H -1.18693 0.53027 2.20324  0.139
H -2.27539 0.85952 -1.06297  0.104
H -2.69986 1.26327 0.55874  0.145
H -1.78926 -1.61534 0.07236  0.087
H -3.06371 -1.01222 1.12067  0.111
H -4.68392 -0.83027 -0.78707  0.110
H -3.36522 -0.82387 -1.91773  0.089
H -3.74343 -2.23281 -0.90077  0.069

[2]
Molecular formula: C50H115N7O9
Method: DFT, wB97M-V/def2-TZVPD

## Properties
E = -82568.1265 eV
Kohn-Sham gap = 8.61 eV
Energy above the lowest of the compared OMol25 structures with the same formula, charge and spin = 0.0 kcal/mol
LUMO energy = 0.0162 hartree
Highest occupied orbital energy = -8.2 eV

Last column: Löwdin charge in e.
Element x y z (Å)
C 11.28351 -17.45992 25.74297  -0.036
C 11.00320 -15.99983 25.34418  -0.503
C 12.36674 -15.24376 25.45523  -0.017
C 10.47160 -16.01797 23.91615  -0.150
C 9.95506 -14.66504 23.50464  -0.173
C 8.75013 -14.33296 24.40453  -0.106
C 9.14873 -14.24809 25.90287  -0.508
C 9.93410 -12.94216 26.14211  -0.029
C 7.92784 -14.21950 26.82418  -0.022
N 9.89580 -15.48957 26.20157  -0.047
O 10.52972 -15.25322 27.48957  -0.055
H 11.89544 -17.95183 24.98932  0.082
H 11.79122 -17.54645 26.70277  0.082
H 10.32872 -18.00311 25.72656  0.081
H 12.36536 -14.25096 25.01984  0.061
H 12.70772 -15.20599 26.49249  0.081
H 13.10422 -15.86442 24.92385  0.087
H 11.34215 -16.28724 23.30971  0.121
H 9.70757 -16.78615 23.71092  0.121
H 10.73574 -13.90911 23.65005  0.092
H 9.75151 -14.58335 22.43195  0.077
H 8.03187 -15.14932 24.29629  0.096
H 8.17790 -13.43269 24.15636  0.101
H 10.71657 -12.73759 25.42350  0.056
H 10.41817 -12.93624 27.12866  0.086
H 9.23113 -12.10184 26.06991  0.086
H 7.31371 -15.14236 26.71685  0.072
H 7.24162 -13.40714 26.55583  0.083
H 8.30332 -14.16924 27.86345  0.090
H 9.98394 -15.72721 28.12365  0.101
C 10.19549 -9.21507 21.51388  -0.011
C 8.86793 -9.75675 22.09004  -0.485
C 9.13122 -11.11815 22.70961  -0.031
C 8.24872 -8.79104 23.14322  -0.119
C 7.70542 -7.50196 22.53695  -0.158
C 6.64692 -7.95319 21.53469  -0.150
C 7.19937 -8.82212 20.40643  -0.502
C 5.97721 -9.35754 19.66322  -0.025
C 8.21809 -8.09514 19.46766  -0.003
N 7.77375 -9.98772 21.09873  -0.096
O 8.24617 -10.92439 20.12691  -0.045
H 10.24465 -8.21521 21.10049  0.062
H 10.79363 -9.24086 22.44935  0.102
H 10.61409 -9.87099 20.72875  0.087
H 8.23955 -11.54221 23.17819  0.077
H 9.55102 -11.84206 22.01241  0.065
H 9.91692 -10.97876 23.47203  0.094
H 7.39559 -9.25937 23.63883  0.112
H 8.97762 -8.69412 23.96018  0.123
H 7.30978 -6.74547 23.23364  0.121
H 8.46157 -7.01215 21.92687  0.090
H 6.20822 -7.08958 21.03891  0.121
H 5.77797 -8.43592 22.01159  0.122
H 5.42491 -8.51836 19.22748  0.090
H 5.35226 -9.87460 20.40104  0.087
H 6.20135 -10.03252 18.84121  0.070
H 7.62922 -7.52714 18.74864  0.085
H 8.85413 -8.78756 18.91839  0.080
H 8.86293 -7.38621 19.98462  0.057
H 9.17788 -10.71665 19.94357  0.072
C 4.60441 -10.93218 24.75228  -0.036
C 3.29221 -11.67315 24.63691  -0.556
C 2.91282 -12.31104 25.95664  -0.022
C 2.25915 -10.68240 24.12550  -0.154
C 0.96263 -11.36839 23.79076  -0.169
C 1.29732 -12.29308 22.62358  -0.136
C 2.30831 -13.34626 23.03407  -0.479
C 1.83839 -14.51965 23.96745  -0.014
C 2.83855 -14.07018 21.75425  -0.042
N 3.47892 -12.60887 23.54179  -0.090
O 4.51315 -13.51105 23.92217  -0.063
H 4.46389 -10.05242 25.39262  0.092
H 5.37846 -11.60086 25.17758  0.086
H 4.99685 -10.62006 23.78893  0.071
H 3.55906 -13.18839 26.06805  0.090
H 3.05332 -11.60166 26.77972  0.091
H 1.87408 -12.62551 26.05944  0.060
H 2.08942 -9.91704 24.88847  0.126
H 2.68363 -10.21756 23.23075  0.124
H 0.63560 -11.89494 24.70977  0.106
H 0.19533 -10.65837 23.49714  0.109
H 1.67980 -11.69572 21.79792  0.118
H 0.46341 -12.82452 22.16375  0.121
H 2.70379 -15.06900 24.32104  0.073
H 1.18842 -15.20186 23.41181  0.079
H 1.23737 -14.16125 24.81090  0.063
H 3.21320 -13.29400 21.07124  0.086
H 2.05609 -14.61413 21.20750  0.074
H 3.57086 -14.84780 22.00533  0.069
H 5.22257 -13.27903 23.28894  0.059
C 8.17051 -10.55476 14.06385  -0.031
C 7.69060 -11.78229 13.28292  -0.523
C 7.55556 -11.32690 11.83234  -0.045
C 8.57962 -13.00647 13.46738  -0.130
C 8.50364 -13.50167 14.90427  -0.167
C 7.05432 -13.90234 15.27614  -0.125
C 6.06314 -12.80216 15.03550  -0.530
C 4.58905 -13.22172 14.96126  -0.028
C 6.13926 -11.80184 16.14475  -0.044
N 6.31141 -12.23797 13.64971  -0.042
O 5.50648 -11.02411 13.62852  -0.080
H 8.47144 -10.72406 15.09884  0.062
H 9.02551 -10.16930 13.48147  0.095
H 7.43155 -9.78079 14.04416  0.074
H 6.98748 -10.38772 11.78966  0.084
H 8.54995 -11.20019 11.39110  0.088
H 7.04521 -12.05316 11.20114  0.086
H 8.24911 -13.81722 12.83573  0.119
H 9.60494 -12.73666 13.20487  0.125
H 9.18695 -14.33983 15.04813  0.100
H 8.88451 -12.71819 15.57022  0.100
H 6.95397 -14.25725 16.31161  0.109
H 6.76859 -14.75619 14.64458  0.126
H 3.94750 -12.34364 14.86880  0.082
H 4.29136 -13.75897 15.87477  0.057
H 4.41022 -13.85544 14.07933  0.094
H 7.15900 -11.46163 16.32382  0.066
H 5.80399 -12.26290 17.08430  0.082
H 5.51191 -10.92949 15.92974  0.094
H 5.06334 -11.06573 12.76761  0.108
C 12.00795 -13.18444 20.72891  -0.089
O 10.59151 -13.26601 20.49538  -0.226
C 10.39756 -13.85459 19.19708  -0.214
C 10.62332 -15.31099 19.08717  -0.490
C 10.30362 -15.70923 17.67423  -0.064
N 9.86641 -16.12430 19.98751  0.079
H 12.54897 -14.13436 20.71077  0.087
H 12.11816 -12.78003 21.73743  0.083
H 12.41970 -12.47948 20.00274  0.089
H 9.37917 -13.55834 18.90917  0.128
H 11.12325 -13.37594 18.52815  0.122
H 11.70057 -15.46620 19.24977  0.138
H 10.48285 -16.77876 17.60257  0.082
H 10.94111 -15.17750 16.94567  0.084
H 9.27806 -15.47853 17.36773  0.070
H 8.88895 -15.79615 19.97733  0.059
H 10.19474 -15.95044 20.93421  0.050
C 6.00589 -17.55565 21.64169  -0.155
O 6.05789 -18.38561 22.72583  -0.162
C 6.36723 -17.58168 23.84738  -0.212
C 6.59661 -18.57641 25.01502  -0.389
C 5.28771 -19.47532 25.30405  -0.045
N 6.93600 -17.85330 26.25592  0.025
H 5.20682 -16.78837 21.65281  0.081
H 5.87381 -18.13701 20.73042  0.085
H 6.92921 -16.95955 21.50385  0.081
H 7.31946 -17.07451 23.59906  0.097
H 5.59286 -16.81095 24.05431  0.138
H 7.45079 -19.24631 24.74580  0.144
H 5.55490 -20.07771 26.17499  0.064
H 5.00975 -20.11830 24.46851  0.062
H 4.42461 -18.83574 25.53420  0.070
H 6.18066 -17.17912 26.42300  0.064
H 7.75631 -17.27527 26.00722  0.041
C 1.99622 -19.10628 17.64906  -0.101
O 2.72569 -17.89187 17.56140  -0.193
C 3.21329 -17.46762 18.82818  -0.213
C 3.83991 -16.08276 18.61786  -0.387
C 2.80462 -15.04878 18.10400  -0.049
N 5.00475 -16.17543 17.68616  0.061
H 2.59553 -19.93030 18.05295  0.088
H 1.60717 -19.31926 16.65740  0.088
H 1.15588 -18.99581 18.34224  0.086
H 2.43384 -17.37239 19.62061  0.133
H 3.91120 -18.23308 19.26265  0.125
H 4.19432 -15.75580 19.60215  0.097
H 1.88198 -15.14509 18.69334  0.079
H 2.50079 -15.26686 17.08545  0.072
H 3.24307 -14.04726 18.15048  0.072
H 5.13246 -17.14489 17.41170  0.088
H 4.87817 -15.67404 16.80866  0.064
O 6.18184 -12.56812 21.90926  -0.085
C 6.83136 -13.62312 21.21369  -0.216
C 6.42861 -13.78015 19.77354  -0.243
O 7.02996 -14.99838 19.40703  -0.112
H 6.57153 -11.69589 21.73409  0.061
H 7.92159 -13.57080 21.27732  0.108
H 6.50082 -14.53977 21.69795  0.110
H 6.72579 -12.87048 19.23402  0.103
H 5.36176 -13.89427 19.64994  0.095
H 6.42434 -15.46653 18.77054  0.053

- Among the records above, which one has the lowest Kohn-Sham gap?
  C50H115N7O9